# C2H4OS2

A cluster of 2 separate species, C2H4OS2 in total (wB97M-V/def2-TZVPD, the Open Molecules 2025 dataset).

Last column: Löwdin charge in e.
Geometry (Å):
1 C 0.30655 0.82059 -0.82553  -0.06
2 C -0.52709 -0.21847 -1.02144  -0.07
3 O -0.06728 -1.02327 2.85971  -0.61
4 S 1.88552 -2.36539 1.44518  0.22
5 S 0.94084 -2.07145 3.06085  0.39
6 H 1.28340 0.92414 -1.27683  0.04
7 H 0.06181 1.65198 -0.25669  0.02
8 H -1.41038 -0.44826 -0.42553  0.05
9 H -0.37203 -1.10117 -1.57818  0.02

Computed properties:
DFT total energy = -25854.67363 eV
Spin multiplicity = 1

---

# C2H4OS2

A cluster of 2 separate species, C2H4OS2 in total (wB97M-V/def2-TZVPD, the Open Molecules 2025 dataset).

Last column: Löwdin charge in e.
Geometry (Å):
1 O -2.48628 -0.97161 -0.10320  0.01
2 C -1.32331 -0.45882 0.12032  -0.73
3 S -1.13046 1.16476 0.20390  0.73
4 H -2.63664 -1.74276 -0.58735  0.09
5 H -0.51363 -1.08898 0.40271  0.01
6 C 1.71699 0.93556 -0.32215  -0.64
7 S 2.15714 -0.57347 0.16050  0.54
8 H 1.83962 1.80537 0.35084  0.01
9 H 1.77108 1.13257 -1.36368  -0.02

Computed properties:
DFT total energy = -25854.39515 eV
Spin multiplicity = 1
SMILES string = OC=S.C=S

---

# C2H4OS2

An isolated molecule of C2H4OS2 (wB97M-V/def2-TZVPD, the Open Molecules 2025 dataset).

Last column: Löwdin charge in e.
Geometry (Å):
1 C 1.05297 0.04696 -0.11911  -0.87
2 C -1.65006 0.33811 0.07516  -0.38
3 O 3.25097 -1.23519 0.08426  -0.53
4 S 2.72000 0.10524 0.11392  0.78
5 S -0.07896 1.26703 0.10454  0.82
6 H 0.60407 -0.94214 -0.30216  0.03
7 H -2.27584 0.78587 -0.74090  0.04
8 H -2.26164 0.34743 1.04241  0.07
9 H -1.36151 -0.71330 -0.25812  0.05

Computed properties:
DFT total energy = -25853.14725 eV
Spin multiplicity = 3